No. 1
The following is a quantum chemistry calculation of a structure of composition C4H6O2 in a non-equilibrium geometry, from the Open Molecules 2025 dataset.

```
! RIJCOSX wB97M-V def2-TZVPD def2/J DEFGRID3
* xyz 0 1
O -1.1135 0.0999 2.4813
C -0.4891 -0.2933 1.5193
C -0.5333 0.3100 0.1668
C 1.2239 0.8921 -0.5785
O 0.7757 0.2414 -1.7233
C -0.1936 -0.5492 -1.0571
H 0.2056 -1.1559 1.6020
H -1.3931 0.9944 0.0534
H 0.4045 1.4679 -0.0307
H 1.8514 0.2300 0.0362
H 0.2498 -1.4986 -0.7174
H -1.0252 -0.7450 -1.7334
*
```

Output
* relative energy (zero: lowest compared OMol25 entry of this formula, charge and spin): 123.5 kcal/mol
* E_HOMO (spin up / spin down): -8.9419 / -8.9411 eV
* total energy: -8335.10693 eV



No. 2
The following is a quantum chemistry calculation of a structure of composition C4H6O2 in a non-equilibrium geometry, from the Open Molecules 2025 dataset.

```
! RIJCOSX wB97M-V def2-TZVPD def2/J DEFGRID3
* xyz 0 1
C -0.3451 -1.4976 -0.7680
C 0.3776 -0.2478 -0.3501
O 0.6872 0.6050 -1.2618
C 0.4953 0.1723 0.9829
C -0.3574 1.9310 0.4932
O -0.9712 2.5631 1.2415
H -1.2705 -1.2353 -1.2927
H -0.5778 -2.1437 0.0818
H 0.2749 -2.0543 -1.4775
H 0.0848 -0.4415 1.7817
H 1.3777 0.7461 1.2619
H 0.2246 1.6027 -0.6929
*
```

Output
* relative energy (zero: lowest compared OMol25 entry of this formula, charge and spin): 60.3 kcal/mol
* E_HOMO: -8.8207 eV
* total energy: -8337.84585 eV



No. 3
The following is a quantum chemistry calculation of the molecule C4H6O2 in a non-equilibrium geometry, from the Open Molecules 2025 dataset.

```
! RIJCOSX wB97M-V def2-TZVPD def2/J DEFGRID3
* xyz 0 1
O 2.3968 0.9322 -0.7123
C 1.2174 0.7157 -0.5134
O 0.2724 1.5734 -0.9505
C 0.6018 -0.4318 0.2999
C -0.7529 -1.2151 -0.0924
C -1.0076 -0.1635 0.8757
H 0.7294 2.2967 -1.4082
H 1.3851 -0.7478 0.9974
H -1.0108 -2.2322 0.2465
H -0.9904 -1.0511 -1.1283
H -1.4578 -0.4693 1.8421
H -1.3832 0.7929 0.5436
*
```

Output
* relative energy (zero: lowest compared OMol25 entry of this formula, charge and spin): 36.0 kcal/mol
* E_HOMO: -9.9965 eV
* total energy: -8338.90177 eV
* structure (SMILES): O=C(O)C1CC1



No. 4
The following is a quantum chemistry calculation of the molecule C4H6O2, from the Open Molecules 2025 dataset.

```
! RIJCOSX wB97M-V def2-TZVPD def2/J DEFGRID3
* xyz 0 1
O -1.3524 0.0198 1.9342
C -0.2406 -0.2438 1.5354
C 0.1487 -0.3184 0.0860
O 0.9435 -1.4358 -0.1889
C -0.8746 0.1018 -0.9096
C 0.3642 0.9304 -0.7378
H 0.5777 -0.5103 2.2488
H 1.8342 -1.2312 0.1231
H -1.7860 0.4824 -0.4570
H -0.9979 -0.4807 -1.8151
H 0.2929 1.9196 -0.2954
H 1.1340 0.8144 -1.4965
*
```

Output
* relative energy (zero: lowest compared OMol25 entry of this formula, charge and spin): 40.0 kcal/mol
* E_HOMO: -9.8969 eV
* total energy: -8338.72465 eV
* structure (SMILES): O=CC1(O)CC1



No. 5
The following is a quantum chemistry calculation of the molecule C4H6O2, from the Open Molecules 2025 dataset.

```
! RIJCOSX wB97M-V def2-TZVPD def2/J DEFGRID3
* xyz 0 1
C -1.0177 -1.4935 0.2215
C -0.1191 -0.3158 0.2300
C 1.2027 -0.1866 0.1661
O 1.5517 1.1508 0.0606
C 0.3273 1.7399 -0.3355
O -0.7013 0.9479 0.2161
H -0.4219 -2.4077 0.1448
H -1.6424 -1.5426 1.1198
H -1.6811 -1.4325 -0.6499
H 1.9967 -0.9162 0.2293
H 0.2684 2.7634 0.0335
H 0.2367 1.6929 -1.4363
*
```

Output
* relative energy (zero: lowest compared OMol25 entry of this formula, charge and spin): 36.7 kcal/mol
* E_HOMO: -8.1492 eV
* total energy: -8338.86957 eV
* structure (SMILES): CC1=COCO1



No. 6
The following is a quantum chemistry calculation of the molecule C4H6O2 in a non-equilibrium geometry, from the Open Molecules 2025 dataset.

```
! RIJCOSX wB97M-V def2-TZVPD def2/J DEFGRID3
* xyz 0 1
C 1.5029 -0.4667 0.0176
C 0.0151 -0.6095 -0.0979
C -0.8919 0.2701 0.7039
C -1.2500 0.9268 -0.6570
O -2.0209 1.8122 -0.8697
O -0.4668 0.1989 -1.4634
H 1.9254 -1.0803 0.8243
H 1.7794 0.5757 0.2058
H 1.9257 -0.7959 -0.9323
H -0.3362 -1.6247 -0.2662
H -1.7746 -0.1900 1.1555
H -0.4081 0.9833 1.3793
*
```

Output
* relative energy (zero: lowest compared OMol25 entry of this formula, charge and spin): 20.3 kcal/mol
* E_HOMO: -10.1218 eV
* total energy: -8339.58224 eV
* structure (SMILES): C[C@H]1CC(=O)O1



No. 7
The following is a quantum chemistry calculation of a structure of composition C4H6O2 in a non-equilibrium geometry, from the Open Molecules 2025 dataset.

```
! RIJCOSX wB97M-V def2-TZVPD def2/J DEFGRID3
* xyz 0 1
O 0.8013 -0.6949 2.0196
C -0.2878 0.5595 0.5964
C 0.4740 0.9861 -0.4317
C -0.1291 0.0559 -1.4752
C -0.9011 -0.4854 -0.2732
O -1.7508 -1.3234 -0.1572
H 0.4027 -1.5398 1.7644
H -0.5595 0.9971 1.5445
H 0.9422 1.9506 -0.5537
H 1.3464 -0.4452 1.2321
H 0.4713 -0.6496 -2.0494
H -0.8294 0.5570 -2.1527
*
```

Output
* relative energy (zero: lowest compared OMol25 entry of this formula, charge and spin): 66.3 kcal/mol
* E_HOMO: -9.6665 eV
* total energy: -8337.58532 eV



No. 8
The following is a quantum chemistry calculation of the molecule C4H6O2, from the Open Molecules 2025 dataset.

```
! RIJCOSX wB97M-V def2-TZVPD def2/J DEFGRID3
* xyz 0 1
C -1.6696 -0.3510 0.3297
C -0.1918 -0.2501 0.7196
C 0.5769 0.4087 -0.4125
O 0.0015 1.0331 -1.2794
C 2.0792 0.3770 -0.7258
O 2.6788 -0.6200 -1.0368
H -2.0713 0.6332 0.0753
H -1.7943 -0.9841 -0.5562
H -2.2635 -0.7680 1.1473
H 0.2293 -1.2303 0.9644
H -0.0795 0.3579 1.6324
H 2.5043 1.3936 -0.8580
*
```

Output
* relative energy (zero: lowest compared OMol25 entry of this formula, charge and spin): 27.7 kcal/mol
* E_HOMO: -9.7593 eV
* total energy: -8339.25921 eV
* structure (SMILES): CCC(=O)C=O